The following is a DFT calculation (ωB97M-V/def2-TZVPD) of C5H14N4O2P as an isolated structure at a distorted geometry.

## Properties
Energy relative to the best compared isomer or geometry (same formula, charge and spin) (kcal per mole): 7.2
E_tot (eV): -24750.65899
LUMO energy (eV): -2.60
Spin multiplicity: 1
Charge: +1
Highest occupied orbital energy (eV): -13.01

Positions of all 26 atoms, in Å:
C: -0.87 -0.93 -1.72
C: 0.33 -0.35 -3.63
C: 1.22 -0.07 -2.39
C: -0.85 1.66 1.75
C: -1.31 0.24 2.21
N: -0.89 -0.86 -3.04
N: 0.38 -0.50 -1.27
N: -0.30 1.57 0.41
N: -0.60 -0.78 1.39
O: -1.73 -1.32 -0.95
O: 1.82 0.12 3.42
P: 0.44 0.23 0.23
H: 0.13 0.56 -4.20
H: 0.78 -1.09 -4.29
H: 2.14 -0.66 -2.42
H: 1.48 0.99 -2.31
H: -1.69 2.35 1.71
H: -0.12 2.07 2.46
H: -2.38 0.14 2.07
H: -1.06 0.10 3.26
H: -1.67 -1.18 -3.60
H: -1.26 -1.22 0.69
H: 2.61 -0.35 3.69
H: 1.84 0.95 3.90
H: -0.12 -1.47 1.96
H: 1.69 -0.19 0.69

The following is a DFT calculation (ωB97M-V/def2-TZVPD) of C3H6F6HgN3O17S6 as an isolated structure at a distorted geometry.

## Properties
Energy relative to the best compared isomer or geometry (same formula, charge and spin) (kcal per mole): 0.0
E_tot (eV): -127969.64561
LUMO energy (eV): 6.14
Spin multiplicity: 1
Charge: -3
Highest occupied orbital energy (eV): 2.32

Positions of all 42 atoms, in Å:
Hg: -0.14 0.15 0.48
N: -0.50 2.30 0.59
S: -1.92 3.06 0.44
O: -2.48 3.17 -0.89
O: -2.31 3.99 1.49
F: -2.70 1.78 1.00
S: 0.32 3.78 0.39
O: 0.46 4.53 1.61
O: 0.27 4.45 -0.91
F: 1.84 3.25 0.23
N: -1.51 -3.39 -0.71
S: 0.14 -3.06 -0.92
O: 0.66 -1.78 -0.47
O: 0.80 -3.59 -2.09
F: 0.54 -3.97 0.33
S: -1.97 -3.54 -2.20
O: -2.13 -4.89 -2.70
O: -1.65 -2.44 -3.09
F: -3.49 -3.33 -1.84
N: 1.17 -0.72 2.43
S: 2.88 -1.25 2.14
O: 3.67 -1.54 3.31
O: 3.46 -0.83 0.88
F: 2.44 -2.75 1.73
S: 1.84 0.63 2.98
O: 2.41 1.45 1.94
O: 2.31 0.66 4.35
F: 0.42 1.32 3.23
C: -2.52 -1.03 2.37
O: -2.24 -0.81 3.57
O: -1.60 -1.24 1.48
O: -3.71 -1.49 2.12
C: -0.13 0.94 -2.73
C: 1.31 0.54 -2.41
O: 1.69 0.92 -1.07
O: -1.03 0.35 -1.79
H: -0.54 0.62 -3.69
H: -0.22 2.01 -2.53
H: 1.98 0.98 -3.15
H: 1.33 -0.55 -2.48
H: 2.65 0.99 -1.06
H: -1.82 0.30 -2.34

The following is a DFT calculation (ωB97M-V/def2-TZVPD) of a single C5H14N2 molecule at a distorted geometry.

## Properties
Energy relative to the best compared isomer or geometry (same formula, charge and spin) (kcal per mole): 24.6
E_tot (eV): -8391.55257
SMILES: CC(C)NCCN
LUMO energy (eV): 1.09
Spin multiplicity: 1
Highest occupied orbital energy (eV): -8.96

Positions of all 21 atoms, in Å:
C: -2.06 -0.37 -0.73
C: -1.02 -0.82 0.34
C: -1.04 -2.33 0.44
N: 0.35 -0.37 0.12
C: 0.57 1.03 0.54
C: 2.06 1.34 0.42
N: 2.48 1.62 -0.96
H: -1.84 0.67 -1.02
H: -3.06 -0.42 -0.31
H: -1.87 -0.98 -1.61
H: -1.45 -0.45 1.28
H: -0.32 -2.72 1.16
H: -0.99 -2.87 -0.50
H: -2.04 -2.62 0.82
H: 0.42 -0.30 -0.89
H: 0.25 1.17 1.57
H: -0.05 1.82 0.08
H: 2.36 2.12 1.13
H: 2.59 0.45 0.76
H: 1.66 1.56 -1.54
H: 3.01 2.46 -1.11

The following is a DFT calculation (ωB97M-V/def2-TZVPD) of B4H16Mg as an isolated structure at a distorted geometry.

## Properties
Energy relative to the best compared isomer or geometry (same formula, charge and spin) (kcal per mole): 38.3
E_tot (eV): -8405.63858
LUMO energy (eV): 5.85
Spin multiplicity: 1
Charge: -2
Highest occupied orbital energy (eV): -1.77

Positions of all 21 atoms, in Å:
Mg: -0.19 0.10 0.02
B: 0.33 -1.61 1.33
H: 0.43 -2.22 2.33
H: 1.32 -1.03 1.30
H: 0.29 -2.35 0.43
H: -0.61 -0.99 1.36
B: -1.45 -0.56 -1.44
H: -0.50 -1.02 -1.85
H: -1.18 0.53 -1.33
H: -2.18 -0.58 -2.35
H: -1.85 -1.14 -0.56
B: -0.73 1.80 1.06
H: -0.68 2.08 -0.03
H: 0.26 1.34 1.32
H: -0.97 2.68 1.78
H: -1.51 0.99 1.17
B: 1.83 0.44 -0.89
H: 1.63 0.64 0.20
H: 2.88 0.85 -1.18
H: 1.90 -0.71 -1.08
H: 0.98 0.76 -1.58

The following is a DFT calculation (ωB97M-V/def2-TZVPD) of a single C3H4O3 molecule.

## Properties
Energy relative to the best compared isomer or geometry (same formula, charge and spin) (kcal per mole): 125.6
E_tot (eV): -9313.25489
SMILES: C=C=C(O)OO
LUMO energy (eV): 0.56
Spin multiplicity: 1
Highest occupied orbital energy (eV): -8.75

Positions of all 10 atoms, in Å:
C: 0.51 2.18 0.19
C: 0.38 0.90 0.05
C: 0.23 -0.36 -0.27
O: 1.24 -1.26 -0.35
O: -1.04 -0.83 -0.52
O: -1.28 -2.09 0.12
H: 0.56 2.86 -0.65
H: 0.54 2.64 1.17
H: 0.84 -2.13 -0.49
H: -1.98 -1.90 0.75

The following is a DFT calculation (ωB97M-V/def2-TZVPD) of a single C16H16F3N5O molecule at a distorted geometry.

## Properties
E_tot (eV): -34502.84233
SMILES: Nc1nc(N2CCC[C@H](N)C2)c2oc3cccc(C(F)(F)F)c3c2n1
LUMO energy (eV): 0.01
Spin multiplicity: 1
Highest occupied orbital energy (eV): -8.02

Positions of all 41 atoms, in Å:
N: -0.56 -3.96 -0.27
C: -0.38 -2.64 -0.39
N: -0.49 -1.95 0.70
C: -0.15 -0.66 0.59
N: -0.24 0.13 1.73
C: 0.66 1.26 1.95
C: 0.80 1.46 3.46
C: -0.55 1.77 4.16
C: -1.77 1.14 3.47
N: -2.89 0.94 4.44
C: -1.33 -0.14 2.69
C: 0.33 -0.12 -0.57
O: 0.75 1.15 -0.95
C: 1.07 1.04 -2.27
C: 1.44 2.07 -3.09
C: 1.62 1.79 -4.47
C: 1.33 0.54 -4.97
C: 0.98 -0.55 -4.15
C: 0.59 -1.92 -4.71
F: 1.28 -2.89 -4.04
F: 0.94 -2.02 -6.05
F: -0.74 -2.08 -4.65
C: 0.86 -0.21 -2.76
C: 0.36 -0.99 -1.63
N: 0.00 -2.25 -1.57
H: -0.52 -4.29 0.70
H: -0.03 -4.51 -0.95
H: 0.27 2.19 1.47
H: 1.64 1.05 1.54
H: 1.52 2.26 3.66
H: 1.18 0.53 3.94
H: -0.70 2.84 4.17
H: -0.51 1.46 5.21
H: -2.09 1.91 2.75
H: -2.56 0.40 5.23
H: -3.71 0.55 3.97
H: -0.98 -0.90 3.38
H: -2.22 -0.49 2.12
H: 1.60 3.06 -2.68
H: 1.81 2.66 -5.11
H: 1.38 0.37 -6.05